No. 1
An isolated molecule of C4H7NO at a distorted geometry, computed with wB97M-V/def2-TZVPD.

## Properties
* lowest unoccupied orbital energy: 0.8 eV
* molar mass: 85.1 g/mol
* HOMO level: -0.34912 Ha

Atoms and positions in Å:
O -1.98 -0.82 0.61
C -1.04 -0.07 -0.10
C -0.23 1.20 0.31
N 0.78 0.82 -0.72
C 1.53 -0.24 -0.10
C 0.22 -0.72 -0.57
H -1.53 -1.47 1.15
H -1.57 0.29 -0.99
H 0.17 1.18 1.33
H -0.69 2.17 0.12
H 1.84 -0.16 0.94
H 2.32 -0.56 -0.78
H 0.18 -1.62 -1.19

No. 2
An isolated molecule of C4H7NO at a distorted geometry, computed with wB97M-V/def2-TZVPD.

## Properties
* lowest unoccupied orbital energy: 0.8 eV
* molar mass: 85.1 g/mol
* HOMO level: -0.35487 Ha

Atoms and positions in Å:
C -1.50 -0.36 0.39
C -0.28 -0.14 -0.45
C 0.57 1.09 -0.18
C 1.63 0.11 0.26
O 2.70 0.26 0.77
N 0.81 -0.98 -0.02
H -1.99 -1.29 0.08
H -1.20 -0.42 1.44
H -2.20 0.46 0.24
H -0.40 -0.30 -1.52
H 0.94 1.65 -1.05
H 0.23 1.81 0.56
H 0.70 -1.89 -0.53

No. 3
An isolated molecule of C4H7NO, computed with wB97M-V/def2-TZVPD.

## Properties
* lowest unoccupied orbital energy: 1.0 eV
* molar mass: 85.1 g/mol
* HOMO level: -0.36674 Ha

Atoms and positions in Å:
C 1.87 -0.28 0.47
C 0.59 0.46 0.19
O 0.46 1.64 0.41
C -0.45 -0.33 -0.52
C -1.80 -0.18 0.10
N -1.50 0.44 -1.17
H 2.37 -0.24 -0.49
H 1.72 -1.34 0.73
H 2.47 0.22 1.23
H -0.15 -1.26 -0.99
H -1.82 0.45 0.99
H -2.49 -1.01 0.08
H -1.26 1.43 -1.02

No. 4
A 2-piece molecular cluster, C4H7NO overall at a distorted geometry, computed with wB97M-V/def2-TZVPD.

## Properties
* lowest unoccupied orbital energy: 1.0 eV
* molar mass: 85.1 g/mol
* HOMO level: -0.38380 Ha

Atoms and positions in Å:
C 2.15 0.27 0.84
N 1.42 -0.95 0.96
C 0.80 -1.94 1.05
C -1.45 -0.18 -0.72
C -1.84 0.33 0.59
O -0.78 0.94 -0.13
H 1.46 1.04 0.51
H 2.95 0.14 0.10
H 2.59 0.53 1.80
H -0.86 -1.09 -0.77
H -2.06 0.06 -1.59
H -2.74 0.94 0.69
H -1.54 -0.22 1.48

No. 5
C4H7NO as an isolated structure, computed with wB97M-V/def2-TZVPD.

## Properties
* lowest unoccupied orbital energy: 0.7 eV
* molar mass: 85.1 g/mol
* HOMO level: -0.36196 Ha

Atoms and positions in Å:
C 1.02 0.80 1.07
C 0.02 -0.15 0.52
C 0.10 -1.20 -0.56
C -1.37 -1.34 -0.10
O -2.30 -2.03 -0.38
N -1.22 -0.28 0.87
H 0.58 1.41 1.86
H 1.88 0.26 1.47
H 1.40 1.45 0.27
H -0.26 1.95 -1.76
H 0.24 -0.82 -1.58
H 0.75 -2.06 -0.38
H -0.84 1.99 -1.30

No. 6
C4H7NO as an isolated structure at a distorted geometry, computed with wB97M-V/def2-TZVPD.

## Properties
* lowest unoccupied orbital energy: 1.1 eV
* molar mass: 85.1 g/mol
* HOMO level: -0.26926 Ha

Atoms and positions in Å:
N 0.07 2.30 0.02
C -0.12 0.93 0.11
O -1.21 0.38 0.66
C 0.79 0.04 -0.33
C 0.22 -1.34 -0.53
C -0.61 -1.30 0.71
H 0.66 2.58 -0.75
H -0.71 2.92 0.18
H 1.84 0.26 -0.44
H -0.38 -1.49 -1.44
H 1.05 -2.07 -0.55
H 0.01 -1.50 1.60
H -1.61 -1.71 0.75

No. 7
A 2-piece molecular cluster, C4H7NO overall at a distorted geometry, computed with wB97M-V/def2-TZVPD.

## Properties
* lowest unoccupied orbital energy (alpha / beta): 0.1 / 0.2 eV
* molar mass: 85.1 g/mol
* HOMO level (alpha / beta): -0.32275 / -0.28816 Ha

Atoms and positions in Å:
C 1.95 0.79 -0.05
C 0.63 -0.49 0.00
C -1.55 1.33 0.15
C -0.25 -1.66 -0.03
N 1.25 0.29 0.95
O 1.33 0.10 -1.08
H 2.71 1.43 -0.26
H -2.37 1.46 -0.54
H -0.91 2.11 0.23
H -1.55 0.50 0.75
H -0.64 -1.98 -0.98
H -1.04 -1.44 0.54
H 0.43 -2.43 0.33

No. 8
An isolated molecule of C4H7NO at a distorted geometry, computed with wB97M-V/def2-TZVPD.

## Properties
* lowest unoccupied orbital energy (alpha / beta): 0.8 / 0.3 eV
* molar mass: 85.1 g/mol
* HOMO level (alpha / beta): -0.28497 / -0.26429 Ha

Atoms and positions in Å:
C 1.21 0.34 0.85
O 1.29 0.97 -0.41
C 0.47 0.21 -1.20
C -0.95 0.10 -0.77
N -1.37 -1.21 -0.16
C -1.34 -0.08 0.58
H 0.70 0.95 1.61
H 2.21 0.11 1.18
H 0.70 0.35 -2.26
H 0.80 -0.65 0.56
H -1.67 0.54 -1.45
H -0.58 -1.90 -0.10
H -1.47 0.26 1.59

No. 9
An isolated molecule of C4H7NO at a distorted geometry, computed with wB97M-V/def2-TZVPD.

## Properties
* lowest unoccupied orbital energy: 1.2 eV
* molar mass: 85.1 g/mol
* HOMO level: -0.31991 Ha

Atoms and positions in Å:
C 1.30 0.35 1.07
N 0.43 -0.82 1.32
C 0.68 -0.51 -0.04
C -0.23 0.38 -0.84
C -1.57 -0.15 -1.28
O -1.45 0.68 -0.13
H 0.85 1.31 1.39
H 2.36 0.26 1.30
H -0.50 -0.43 1.49
H 1.37 -1.10 -0.63
H 0.78 0.98 -0.51
H -2.16 0.26 -2.10
H -1.85 -1.19 -1.03

No. 10
A 2-piece molecular cluster, C4H7NO overall, computed with wB97M-V/def2-TZVPD.

## Properties
* lowest unoccupied orbital energy: 1.0 eV
* molar mass: 85.1 g/mol
* HOMO level: -0.35422 Ha

Atoms and positions in Å:
O -1.37 -0.06 1.25
C -0.97 -0.42 -0.04
C -1.02 0.64 -1.15
C 1.65 0.23 -0.81
N 1.31 1.00 0.13
C 0.25 0.19 -0.57
H -0.76 0.64 1.54
H -1.28 -1.43 -0.29
H -1.34 1.64 -0.89
H -1.26 0.30 -2.16
H 2.50 0.01 -1.44
H 1.09 -1.01 2.17
H 1.21 -1.74 2.27

No. 11
An isolated molecule of C4H7NO, computed with wB97M-V/def2-TZVPD.

## Properties
* lowest unoccupied orbital energy: 1.0 eV
* molar mass: 85.1 g/mol
* HOMO level: -0.36339 Ha

Atoms and positions in Å:
C 1.38 -0.54 0.23
C 0.46 0.32 -0.62
C -0.84 -0.20 -1.16
N -0.82 0.83 -0.15
C -1.20 0.67 1.17
O -2.05 -0.03 1.65
H 2.14 0.10 0.69
H 1.89 -1.26 -0.42
H 0.89 -1.09 1.05
H 1.02 1.04 -1.21
H -1.22 0.11 -2.13
H -1.14 -1.21 -0.87
H -0.51 1.28 1.78

No. 12
An isolated molecule of C4H7NO at a distorted geometry, computed with wB97M-V/def2-TZVPD.

## Properties
* lowest unoccupied orbital energy: 1.0 eV
* molar mass: 85.1 g/mol
* HOMO level: -0.33070 Ha

Atoms and positions in Å:
C 1.58 -0.83 -1.26
C 0.47 -0.28 -0.44
C -0.88 0.38 1.34
C 0.50 -0.27 1.09
H 1.25 -1.47 -2.04
H 2.39 -1.26 -0.69
H 2.06 0.00 -1.81
H -1.65 -0.30 1.68
H -0.84 1.31 1.91
H 1.41 0.22 1.47
H 0.58 -1.22 1.55
N -0.57 0.29 -0.96
O -1.40 0.83 0.04

No. 13
C4H7NO as an isolated structure at a distorted geometry, computed with wB97M-V/def2-TZVPD.

## Properties
* lowest unoccupied orbital energy: 0.7 eV
* molar mass: 85.1 g/mol
* HOMO level: -0.26427 Ha

Atoms and positions in Å:
C -1.02 0.78 -0.31
C 0.90 0.41 -0.05
C 0.90 -1.10 -0.14
N -0.37 1.62 0.62
C -2.05 -0.12 -0.04
O -2.37 -1.17 0.39
H -0.50 1.22 1.56
H -1.05 1.17 -1.33
H 1.21 0.91 -0.96
H 1.58 0.74 0.73
H 0.39 -1.56 0.71
H 0.43 -1.46 -1.05
H 1.95 -1.43 -0.14

No. 14
C4H7NO as an isolated structure at a distorted geometry, computed with wB97M-V/def2-TZVPD.

## Properties
* lowest unoccupied orbital energy: 1.0 eV
* molar mass: 85.1 g/mol
* HOMO level: -0.28700 Ha

Atoms and positions in Å:
C -1.87 -0.61 0.51
C 0.23 0.82 0.23
C 1.70 0.66 -0.03
N 1.33 -0.28 -1.15
C 0.03 -0.17 -0.66
O -1.08 -0.88 -0.82
H -2.02 0.41 0.95
H -2.82 -0.98 0.16
H -1.41 -1.21 1.31
H -0.37 1.71 0.33
H 2.23 0.13 0.78
H 2.24 1.55 -0.33
H 1.82 -1.16 -1.29

No. 15
C4H7NO as an isolated structure at a distorted geometry, computed with wB97M-V/def2-TZVPD.

## Properties
* lowest unoccupied orbital energy: 1.0 eV
* molar mass: 85.1 g/mol
* HOMO level: -0.34201 Ha

Atoms and positions in Å:
C 2.26 0.21 0.15
N 1.04 -0.45 -0.14
C -0.12 -0.16 0.25
C -1.21 -0.84 -0.44
C -1.98 0.47 -0.01
O -0.79 0.93 0.74
H 2.10 1.14 0.70
H 2.79 0.41 -0.78
H 2.88 -0.47 0.75
H -1.64 -1.75 0.00
H -0.27 -1.04 -1.16
H -2.25 1.22 -0.76
H -2.81 0.33 0.70

No. 16
An isolated molecule of C4H7NO, computed with wB97M-V/def2-TZVPD.

## Properties
* lowest unoccupied orbital energy: 1.1 eV
* molar mass: 85.1 g/mol
* HOMO level: -0.24354 Ha

Atoms and positions in Å:
C -2.37 0.19 0.03
N -1.05 0.20 0.10
C -0.17 -0.26 -0.81
C 1.18 -0.53 -0.34
C 1.93 0.39 0.51
O 1.29 -0.76 1.07
H -2.72 -0.31 -0.85
H -3.09 0.49 0.77
H -0.74 0.58 0.99
H -0.51 -0.50 -1.81
H 1.78 -1.21 -0.94
H 3.02 0.38 0.52
H 1.46 1.34 0.76

No. 17
An isolated molecule of C4H7NO at a distorted geometry, computed with wB97M-V/def2-TZVPD.

## Properties
* lowest unoccupied orbital energy: 0.8 eV
* molar mass: 85.1 g/mol
* HOMO level: -0.39161 Ha

Atoms and positions in Å:
O 1.60 0.27 0.88
C 1.17 0.26 -0.46
C 0.02 -0.73 -0.68
C -1.14 -0.55 0.32
C -1.37 0.86 0.67
N -1.48 1.97 0.97
H 1.28 1.08 1.30
H 2.01 -0.03 -1.10
H 0.85 1.27 -0.78
H 0.39 -1.75 -0.57
H -0.34 -0.62 -1.71
H -0.93 -1.08 1.25
H -2.07 -0.96 -0.09

No. 18
A 2-piece molecular cluster, C4H7NO overall at a distorted geometry, computed with wB97M-V/def2-TZVPD.

## Properties
* lowest unoccupied orbital energy: 0.7 eV
* molar mass: 85.1 g/mol
* HOMO level: -0.37125 Ha

Atoms and positions in Å:
C -0.88 -1.15 -0.40
C -1.00 -2.19 0.73
C 2.81 2.78 -0.01
C 3.19 3.70 0.59
H -2.03 0.07 -1.68
H -3.06 -0.95 -0.83
H 0.08 -2.63 1.15
H -1.72 -3.02 0.46
H -1.43 -1.73 1.75
H 2.44 1.83 -0.49
H 3.44 4.87 0.67
N -2.04 -0.90 -1.15
O 0.19 -0.67 -0.78

No. 19
A 2-piece molecular cluster, C4H7NO overall, computed with wB97M-V/def2-TZVPD.

## Properties
* lowest unoccupied orbital energy (alpha / beta): -0.1 / -0.6 eV
* molar mass: 85.1 g/mol
* HOMO level (alpha / beta): -0.30748 / -0.30056 Ha

Atoms and positions in Å:
C -1.65 0.57 -0.41
C 0.18 -1.48 0.11
O 0.74 -0.65 0.91
C 1.39 0.47 0.56
C 1.88 0.58 -0.75
N 2.28 0.62 -1.85
H -2.25 1.35 0.07
H -1.67 0.67 -1.49
H -2.07 -0.40 -0.12
H 0.28 -1.35 -0.96
H -0.42 -2.24 0.58
H 1.70 1.08 1.38
H -0.62 0.74 -0.07

No. 20
An isolated molecule of C4H7NO, computed with wB97M-V/def2-TZVPD.

## Properties
* lowest unoccupied orbital energy: -0.2 eV
* molar mass: 85.1 g/mol
* HOMO level: -0.32066 Ha

Atoms and positions in Å:
C -1.58 1.10 -0.38
C -0.23 0.78 -0.87
C 1.27 -0.36 1.13
N 0.94 -1.16 -0.03
C 0.15 -0.61 -0.98
O -0.24 -1.14 -2.02
H -2.10 1.49 -1.26
H -2.18 0.30 0.09
H -1.52 1.97 0.29
H 1.14 0.70 0.85
H 0.63 -0.56 1.99
H 2.32 -0.48 1.42
H 1.40 -2.04 -0.22

Going through the records in order, we get energy above the lowest of the compared OMol25 structures with the same formula, charge and spin values of 3.652; 1.404; 1.678; 3.335; 2.477; 2.661; 6.384; 6.909; 6.182; 5.207; 1.816; 2.561; 5.413; 4.003; 4.076; 4.340; 1.054; 3.951; 4.613; 3.860 eV.